Record 1
Computed, not measured: a structure of composition C24H54F2O29PS4V2 in a non-equilibrium geometry, with ωB97M-V/def2-TZVPD.

Values from the calculation:
<S²>: 2.09
Gap between HOMO and LUMO (spin up / spin down): 6.02 / 6.44 eV
Total charge: +1
Multiplicity: 3
LUMO level (spin up / spin down): -5.82 / -5.41 eV
Total energy: -194577.958 eV
HOMO (spin up / spin down): -11.844 / -11.844 eV

```
116
C24H54F2O29PS4V2 | the OMol25 dataset | ωB97M-V/def2-TZVPD
O 1.635 -4.355 -0.309
V 1.952 -3.537 1.019
O 1.265 1.530 5.657
V 0.796 0.776 4.360
O 2.387 -3.184 5.281
C 2.094 -2.370 4.294
O 2.087 -2.736 3.087
O 1.775 -1.212 4.590
H 2.027 -2.621 5.971
O 5.676 -2.418 -0.217
C 4.436 -2.902 0.073
O 3.398 -2.317 -0.322
O 4.192 -3.916 0.759
H 6.112 -3.105 0.293
O 0.622 -1.952 0.694
P 0.238 -0.477 1.008
O 0.423 0.116 2.403
F -1.335 -0.249 0.633
F 0.994 0.538 0.053
C -0.322 3.888 -2.578
C -0.854 2.528 -3.137
C -1.717 2.011 -2.004
O -2.160 3.187 -1.331
C -1.583 4.396 -1.909
H -0.009 4.641 -3.301
H 0.457 3.723 -1.833
H -0.041 1.835 -3.353
H -1.472 2.711 -4.016
H -1.108 1.347 -1.391
H -2.635 1.590 -2.414
H -1.444 5.081 -1.072
H -2.386 4.685 -2.587
O -1.304 -2.276 -5.665
S -1.873 -1.026 -5.194
O -3.341 -0.850 -5.189
O -1.335 -0.667 -3.637
C -0.184 -1.313 -3.120
C -0.417 -2.766 -2.580
C -1.054 0.365 -6.029
H 0.137 -0.679 -2.294
H 0.651 -1.343 -3.821
H -1.131 -2.686 -1.760
H 0.543 -3.170 -2.260
H -0.805 -3.466 -3.319
H -0.038 0.404 -5.635
H -1.611 1.253 -5.731
H -1.155 0.184 -7.099
O -5.915 0.277 -1.677
S -5.814 -0.285 -0.351
O -6.960 -0.420 0.551
O -4.988 -1.685 -0.475
C -3.872 -1.671 -1.378
C -3.842 -3.052 -2.060
C -4.597 0.646 0.661
H -2.985 -1.468 -0.778
H -3.928 -0.921 -2.167
H -4.854 -3.439 -2.177
H -3.238 -3.711 -1.436
H -3.326 -2.982 -3.017
H -4.572 0.031 1.561
H -4.887 1.696 0.697
H -3.644 0.547 0.142
O 3.061 -0.507 -4.590
S 4.399 0.077 -4.401
O 5.108 0.590 -5.568
O 4.234 1.287 -3.270
C 3.463 0.915 -2.147
C 4.334 1.107 -0.957
C 5.573 -1.021 -3.368
H 3.050 -0.093 -2.168
H 2.611 1.590 -2.238
H 5.021 0.269 -0.848
H 3.812 1.161 -0.002
H 4.820 2.075 -1.082
H 5.030 -1.311 -2.469
H 6.440 -0.455 -3.029
H 5.899 -1.951 -3.835
O -0.232 4.581 1.828
S -0.878 3.630 2.750
O -0.042 2.703 3.545
O -1.926 4.455 3.718
C -2.526 3.786 4.880
C -3.679 4.680 5.339
C -2.064 2.596 1.814
H -1.802 3.715 5.691
H -2.865 2.794 4.581
H -3.407 5.735 5.357
H -4.079 4.373 6.306
H -4.562 4.646 4.701
H -2.372 1.931 2.621
H -1.593 2.044 1.001
H -2.823 3.315 1.505
C 2.684 3.978 1.780
O 3.762 3.036 2.010
C 3.567 1.887 2.726
O 2.513 1.600 3.328
O 4.695 1.139 2.595
C 4.712 -0.114 3.205
H 3.041 4.929 1.386
H 2.257 4.165 2.765
H 1.959 3.543 1.093
H 3.859 -0.744 2.954
H 4.581 -0.081 4.287
H 5.568 -0.620 2.759
C -2.455 -2.531 2.831
O -2.602 -3.894 2.264
C -1.576 -4.512 1.690
O -0.370 -4.192 1.723
O -2.091 -5.630 1.110
C -1.180 -6.559 0.464
H -3.313 -2.241 3.438
H -2.217 -1.722 2.141
H -1.707 -2.480 3.622
H -0.862 -6.163 -0.500
H -1.666 -7.531 0.382
H -0.327 -6.740 1.118
```


Record 2
Computed, not measured: a cluster of 2 separate species, CH2NO4P in total in a non-equilibrium geometry, with ωB97M-V/def2-TZVPD.

Values from the calculation:
Energy above the lowest of the compared OMol25 structures with the same formula, charge and spin: 32.5 kcal/mol
Gap between HOMO and LUMO: 7.09 eV
Total charge: -2
Multiplicity: 1
LUMO level: 6.95 eV
Total energy: -20039.610 eV
HOMO: -0.141 eV

```
9
CH2NO4P | the OMol25 dataset | ωB97M-V/def2-TZVPD
C 1.326 -1.653 0.447
N 1.118 -0.528 -0.006
O -1.694 1.415 0.954
O -0.471 2.777 -0.828
O 0.622 -2.459 1.006
O -2.001 0.840 -1.517
P -1.401 1.663 -0.459
H 2.418 -1.894 0.297
H 0.083 -0.162 0.106
```


> multiplicity of number 2 (CH2NO4P)?

1


> Which formula does entry 1 have?

C24H54F2O29PS4V2